[1]
89
Properties=species:S:1:pos:R:3:forces:R:3 method="wB97M-V/def2-TZVPD" mol_weight_g_mol=840.496 total_charge=0 gap_ha=0.0938 multiplicity=1 lumo_ha=-0.108
C -2.676 2.190 -2.178 -0.38 0.53 -0.02
N -3.277 2.665 -0.932 0.38 -0.22 -0.12
C -3.464 1.607 0.077 -0.63 -0.07 -0.68
C -2.288 0.677 0.164 -0.04 0.52 0.13
C -1.022 1.034 0.365 -0.23 -0.08 -0.44
Br -0.513 2.845 0.656 0.17 -1.33 -0.54
C 0.005 -0.046 0.380 0.23 -0.42 0.08
O 1.001 -0.007 1.064 0.54 0.53 -0.10
C -0.266 -1.255 -0.469 -0.39 0.70 0.03
C 0.912 -2.011 -1.035 -0.06 -0.02 0.79
O 0.900 -2.141 -2.447 -0.38 0.19 0.09
C 1.352 -1.044 -3.138 0.75 -0.20 -0.43
C 0.739 0.201 -3.128 -0.51 0.27 0.69
C 1.247 1.251 -3.897 0.50 -0.21 -0.12
C 2.378 1.047 -4.688 -0.39 0.26 0.54
C 3.001 -0.201 -4.701 0.30 0.12 -0.36
C 2.482 -1.235 -3.932 -0.02 0.27 -0.04
C -1.537 -1.622 -0.630 0.35 -0.58 -0.46
B -1.979 -2.923 -1.446 -0.04 -0.59 -0.02
O -2.360 -2.820 -2.754 0.60 0.08 0.15
O -1.944 -4.150 -0.835 -0.69 0.68 0.28
C -2.580 -0.795 0.016 0.51 0.61 -0.06
O -3.620 -1.234 0.415 -0.40 -0.19 -0.16
H -2.902 1.146 -2.424 0.15 -0.10 0.05
H -1.600 2.379 -2.172 0.13 -0.31 0.01
H -3.080 2.795 -2.988 0.04 0.01 -0.10
H -4.186 3.035 -1.168 -0.08 0.10 0.27
H -4.322 1.000 -0.224 -0.04 -0.19 0.29
H -3.715 2.051 1.040 0.19 0.04 0.11
H 1.827 -1.531 -0.687 0.15 -0.03 -0.13
H 0.883 -3.014 -0.614 0.10 -0.18 -0.22
H -0.149 0.352 -2.522 -0.12 -0.04 -0.11
H 0.751 2.220 -3.921 -0.27 -0.07 -0.11
H 2.736 1.867 -5.296 0.18 -0.12 -0.16
H 3.906 -0.331 -5.392 -0.06 -0.06 -0.04
H 2.954 -2.208 -3.977 -0.10 -0.12 0.10
H -1.772 -2.202 -3.205 -0.43 0.25 -0.23
H -2.839 -4.441 -0.602 0.20 -0.52 0.07
Na 1.594 2.540 -1.633 -0.27 -0.11 0.24
C -5.820 -2.793 1.717 -0.05 -0.08 0.00
C -6.666 -1.820 2.031 0.04 0.03 -0.03
C -7.895 -2.095 2.823 -0.12 -0.11 0.04
O -8.661 -1.195 3.104 0.09 0.07 0.00
C -8.135 -3.492 3.246 0.08 0.07 0.07
C -7.285 -4.468 2.931 0.09 -0.07 0.11
C -6.064 -4.194 2.144 -0.18 -0.07 0.06
O -5.274 -5.070 1.846 0.11 0.07 -0.05
H -4.924 -2.618 1.144 -0.09 -0.11 0.05
H -6.506 -0.791 1.730 -0.03 0.01 0.01
H -9.034 -3.679 3.816 -0.06 -0.06 -0.12
H -7.454 -5.493 3.227 -0.13 -0.01 -0.12
C 4.311 -0.104 -0.141 0.18 0.12 0.16
C 5.339 0.892 0.400 -0.22 -0.03 -0.18
C 6.382 1.307 -0.634 0.14 -0.01 0.28
C 7.273 0.165 -1.154 0.55 -0.27 0.96
C 8.060 -0.584 -0.084 0.20 0.15 0.08
C 9.054 0.299 0.665 -0.08 -0.05 0.01
H 4.777 -1.044 -0.447 -0.06 -0.02 -0.03
H 3.572 -0.339 0.624 -0.08 -0.03 -0.09
H 3.774 0.312 -1.007 -0.03 -0.08 -0.01
H 5.825 0.475 1.283 0.03 0.00 -0.01
H 4.812 1.788 0.737 0.05 0.00 0.07
H 7.015 2.088 -0.213 0.05 0.00 -0.07
H 5.864 1.777 -1.484 0.05 0.44 0.61
H 7.979 0.586 -1.888 0.08 -0.10 0.18
H 6.663 -0.556 -1.703 0.94 -0.74 1.68
H 8.607 -1.395 -0.568 -0.05 -0.03 -0.01
H 7.377 -1.055 0.626 -0.05 0.00 -0.05
H 9.773 0.748 -0.023 0.00 0.02 0.01
H 9.611 -0.291 1.391 0.02 0.02 0.00
H 8.555 1.102 1.210 0.02 0.01 0.01
F 5.104 -0.285 -6.355 0.22 0.21 0.93
K 5.915 0.394 -3.151 -1.95 0.33 -4.55
C 2.197 5.698 4.794 0.26 0.37 0.06
C 0.858 6.361 5.036 -0.19 -0.35 0.33
O 0.362 6.642 3.716 0.33 0.04 -0.18
S 0.853 5.515 2.707 -0.05 0.10 0.56
O -0.177 4.545 2.535 0.34 0.80 0.41
O 1.459 6.133 1.583 -0.10 -0.07 -0.24
O 1.984 4.874 3.634 -0.26 -0.02 0.07
H 2.970 6.430 4.557 -0.01 0.01 0.01
H 2.520 5.089 5.634 -0.05 -0.21 -0.14
H 0.940 7.277 5.613 -0.06 0.15 -0.23
H 0.158 5.683 5.527 0.02 0.00 0.02
C -10.723 -6.295 1.477 0.04 -0.06 0.31
O -9.746 -5.843 2.137 0.01 0.04 -0.03
O -10.648 -5.955 0.098 0.17 0.04 0.31
O -11.691 -6.959 1.830 -0.07 0.00 -0.13
H -9.819 -5.461 0.141 -0.05 0.05 -0.40

=====

[2]
106
Properties=species:S:1:pos:R:3:forces:R:3 method="wB97M-V/def2-TZVPD" mol_weight_g_mol=1040.871 total_charge=0 gap_ha=0.3128 multiplicity=1 lumo_ha=-0.012 smiles="O=C1OC[C@@H](F)O1.O=C1OC[C@@H](F)O1.O=C1OC[C@@H](F)O1.O=C1OC[C@@H](F)O1.O=C1OC[C@@H](F)O1.O=C1OC[C@@H](F)O1.O=C1OC[C@@H](F)O1.O=C1OC[C@@H](F)O1.CNCB(CCCCl)CON=O"
C -2.202 2.917 -1.041 -0.44 -0.43 -0.31
N -2.993 3.040 -2.278 0.56 0.30 -0.09
C -2.793 4.334 -2.956 -0.23 -0.04 0.09
B -3.074 5.593 -2.052 0.27 -0.07 0.10
C -4.257 5.625 -1.010 0.17 0.36 -0.76
C -5.583 5.115 -1.593 0.01 0.25 0.45
C -6.679 4.947 -0.549 0.13 -0.20 -0.13
Cl -6.158 3.900 0.821 -0.07 0.06 -0.06
C -2.146 6.895 -2.197 -0.68 -0.75 0.65
O -0.742 6.636 -2.391 0.14 0.57 -0.50
N -0.199 6.089 -1.192 -0.16 -0.10 0.41
O 0.329 6.904 -0.549 0.07 -0.12 -0.25
H -1.316 3.558 -1.012 -0.09 0.18 0.10
H -2.849 3.055 -0.176 0.19 0.28 0.11
H -1.843 1.895 -0.977 -0.01 -0.01 0.17
H -2.624 2.340 -2.907 -0.34 -0.02 -0.01
H -1.827 4.402 -3.475 0.07 -0.01 0.15
H -3.551 4.387 -3.757 0.02 0.16 -0.01
H -4.376 6.656 -0.657 -0.13 -0.09 0.23
H -3.941 5.020 -0.155 -0.04 -0.03 0.02
H -5.436 4.191 -2.151 0.02 -0.06 0.07
H -5.949 5.891 -2.273 -0.07 -0.20 -0.19
H -6.973 5.906 -0.129 0.03 -0.03 0.12
H -7.552 4.455 -0.971 -0.04 0.07 0.00
H -2.509 7.465 -3.056 0.26 0.06 -0.11
H -2.279 7.532 -1.315 0.14 0.20 -0.12
C 0.097 1.976 3.507 0.19 -0.05 0.41
C -1.085 2.668 2.873 0.04 0.13 -0.11
O -1.310 1.875 1.715 -0.14 -0.25 0.27
C -0.872 0.623 1.989 0.03 -0.12 0.04
O -1.128 -0.342 1.340 0.14 0.04 -0.11
O -0.099 0.613 3.099 -0.01 0.27 -0.27
F -0.793 3.933 2.493 0.01 -0.05 -0.08
H 1.042 2.344 3.103 -0.07 0.08 -0.10
H 0.107 2.051 4.591 -0.09 -0.20 0.00
H -1.988 2.675 3.484 0.00 0.09 -0.01
C -2.458 -2.110 4.212 -0.02 -0.06 -0.38
C -3.278 -2.492 5.422 0.21 -0.08 0.09
O -2.868 -1.525 6.385 -0.25 0.16 -0.14
C -2.472 -0.417 5.709 0.14 -0.04 0.00
O -2.294 0.653 6.193 0.08 0.06 0.02
O -2.308 -0.694 4.399 -0.14 -0.04 0.05
F -2.982 -3.726 5.880 0.04 0.05 0.07
H -1.475 -2.583 4.224 -0.03 -0.08 0.15
H -2.946 -2.325 3.266 0.02 0.21 0.13
H -4.357 -2.414 5.281 -0.02 -0.09 0.03
C 2.391 -1.102 1.667 -0.33 -0.11 -0.12
C 3.597 -0.248 1.374 0.02 0.03 0.37
O 4.571 -0.768 2.260 -0.04 -0.11 -0.21
C 4.256 -2.077 2.478 -0.05 -0.09 0.09
O 4.990 -2.872 2.962 -0.02 0.07 0.05
O 3.001 -2.341 2.050 0.16 0.14 0.00
F 3.382 1.070 1.663 0.06 -0.05 -0.03
H 1.802 -0.715 2.499 0.09 0.11 0.02
H 1.745 -1.237 0.804 0.07 -0.19 -0.01
H 3.958 -0.334 0.355 0.09 0.05 0.11
C -4.536 -4.184 -0.419 -0.15 -0.21 -0.14
C -3.936 -2.983 0.269 -0.31 0.16 0.10
O -3.688 -3.469 1.579 0.15 -0.06 -0.20
C -3.498 -4.819 1.487 -0.09 -0.27 -0.07
O -3.041 -5.487 2.352 -0.03 0.08 0.05
O -3.897 -5.267 0.278 0.01 0.19 0.09
F -4.802 -1.941 0.342 0.03 -0.06 0.08
H -5.614 -4.251 -0.264 0.02 0.18 0.14
H -4.317 -4.214 -1.477 0.19 -0.17 0.00
H -3.001 -2.639 -0.165 -0.01 0.12 -0.01
C 5.502 -6.018 2.809 0.09 0.20 -0.02
C 5.385 -7.019 3.933 -0.20 -0.13 -0.10
O 5.590 -8.254 3.268 0.26 0.12 0.12
C 6.364 -8.008 2.173 -0.02 -0.03 -0.16
O 6.920 -8.839 1.539 -0.06 0.00 0.00
O 6.415 -6.678 1.922 -0.07 -0.05 0.12
F 4.154 -7.018 4.501 0.01 -0.04 -0.03
H 4.545 -5.872 2.306 -0.06 -0.06 0.09
H 5.890 -5.055 3.122 0.14 -0.03 -0.10
H 6.134 -6.908 4.719 -0.09 0.01 0.08
C 0.034 -1.110 -2.675 0.36 0.00 -0.04
C -1.155 -0.260 -2.315 -0.03 0.08 -0.12
O -2.248 -1.089 -2.677 0.06 0.04 0.21
C -1.827 -2.374 -2.563 -0.07 -0.06 0.06
O -2.563 -3.306 -2.495 0.16 -0.03 -0.24
O -0.487 -2.437 -2.473 -0.06 0.13 -0.07
F -1.204 0.895 -3.031 0.11 -0.36 -0.15
H 0.339 -0.981 -3.716 -0.33 0.06 0.12
H 0.894 -0.929 -2.040 -0.07 -0.20 0.16
H -1.236 -0.017 -1.254 -0.01 0.07 -0.02
C 5.488 2.014 -1.853 0.27 0.05 0.01
C 4.302 2.885 -1.501 -0.01 0.14 -0.19
O 3.204 2.033 -1.808 0.04 -0.16 0.32
C 3.628 0.759 -1.668 -0.12 0.24 -0.40
O 2.909 -0.191 -1.602 0.10 -0.01 -0.05
O 4.971 0.699 -1.596 -0.09 0.01 0.01
F 4.235 3.992 -2.268 -0.04 -0.07 -0.03
H 5.746 2.101 -2.909 -0.10 0.05 -0.02
H 6.367 2.207 -1.245 -0.05 -0.18 0.10
H 4.245 3.174 -0.450 -0.03 0.07 -0.03
C 4.196 -2.661 -5.322 0.06 -0.22 -0.04
C 4.351 -1.536 -4.323 0.02 0.08 -0.11
O 3.348 -0.624 -4.739 -0.02 -0.15 0.23
C 2.367 -1.344 -5.351 -0.17 0.08 -0.12
O 1.277 -0.930 -5.575 0.21 -0.05 -0.17
O 2.798 -2.592 -5.630 0.12 0.08 0.05
F 5.561 -0.931 -4.407 -0.02 0.06 -0.04
H 4.778 -2.472 -6.225 0.05 0.10 0.05
H 4.453 -3.637 -4.920 -0.19 -0.03 0.01
H 4.167 -1.817 -3.284 0.10 0.05 0.02

=====

[3]
74
Properties=species:S:1:pos:R:3:forces:R:3 method="wB97M-V/def2-TZVPD" mol_weight_g_mol=491.651 total_charge=0 gap_ha=0.3221 multiplicity=1 lumo_ha=0.022 smiles="CC(C)[C@H]1c2ccc(F)cc2CC[C@@]1(CCN(C)CCCc1nc2ccccc2[nH]1)OC(=O)C1CC1"
C -3.368 -2.924 0.709 -0.06 0.16 0.25
H -2.592 -3.095 1.448 0.02 -0.11 0.02
H -4.287 -3.381 1.071 -0.10 -0.07 0.00
H -3.077 -3.419 -0.214 0.06 -0.12 -0.12
C -3.600 -1.435 0.462 0.03 -0.24 -0.25
C -4.862 -1.275 -0.388 0.09 0.13 0.28
H -4.722 -1.730 -1.367 0.01 -0.07 -0.17
H -5.699 -1.770 0.098 -0.09 -0.07 0.01
H -5.121 -0.229 -0.524 -0.10 0.03 -0.06
H -3.783 -0.939 1.420 0.03 0.04 0.02
C -2.406 -0.732 -0.236 0.09 -0.11 0.36
C -2.731 0.731 -0.376 0.05 0.03 -0.09
C -3.276 1.235 -1.551 0.10 0.10 0.12
C -3.629 2.567 -1.666 -0.03 0.20 0.05
C -3.420 3.393 -0.578 0.05 -0.09 0.03
C -2.849 2.927 0.590 -0.14 0.09 -0.19
C -2.493 1.588 0.698 -0.19 0.11 -0.17
C -1.805 1.135 1.957 0.03 -0.08 0.08
C -1.207 -0.278 1.918 0.11 -0.15 -0.02
H -0.233 -0.271 2.408 -0.10 -0.04 -0.03
H -1.839 -0.978 2.467 0.00 -0.02 0.01
C -1.045 -0.815 0.493 0.12 0.65 0.09
C 0.037 -0.018 -0.264 0.14 -0.36 -0.03
H 0.925 -0.009 0.365 -0.07 0.08 -0.02
H -0.296 1.012 -0.378 0.04 0.03 0.03
C 0.369 -0.607 -1.638 -0.13 0.05 0.16
N 1.668 -0.176 -2.149 -0.06 -0.03 -0.19
C 1.745 -0.424 -3.578 -0.01 0.03 0.03
H 2.698 -0.070 -3.962 0.06 0.00 -0.11
H 1.645 -1.492 -3.825 0.01 -0.04 -0.01
H 0.948 0.124 -4.081 0.01 -0.02 -0.06
C 2.755 -0.843 -1.438 0.18 0.04 0.09
H 2.730 -1.932 -1.631 -0.07 0.05 0.07
H 2.593 -0.702 -0.369 -0.02 -0.07 0.00
C 4.160 -0.331 -1.771 -0.20 0.03 -0.06
H 4.495 -0.732 -2.729 0.07 -0.03 0.03
H 4.828 -0.720 -1.001 0.03 -0.05 -0.04
C 4.295 1.199 -1.814 0.03 -0.27 -0.02
C 3.638 1.883 -0.669 -0.07 0.17 -0.16
N 4.202 2.252 0.443 0.63 -0.23 -0.05
C 3.214 2.866 1.173 -0.72 0.02 -0.23
C 3.250 3.451 2.434 -0.02 -0.04 -0.09
C 2.085 4.010 2.916 0.06 0.08 0.20
C 0.904 4.006 2.171 -0.14 0.02 -0.03
C 0.844 3.434 0.916 -0.12 -0.01 -0.09
C 2.006 2.857 0.432 0.37 0.22 0.49
N 2.319 2.233 -0.745 0.05 0.19 0.05
H 1.698 1.900 -1.468 0.06 -0.13 0.03
H -0.066 3.446 0.331 -0.11 0.02 -0.03
H 0.021 4.470 2.587 -0.08 0.04 0.02
H 2.082 4.472 3.893 0.01 0.04 0.07
H 4.164 3.463 3.005 0.11 0.00 0.07
H 3.844 1.580 -2.733 0.08 0.02 -0.03
H 5.355 1.454 -1.811 -0.08 0.08 -0.04
H 0.323 -1.709 -1.591 -0.01 0.07 -0.11
H -0.389 -0.275 -2.354 0.00 -0.10 -0.02
O -0.663 -2.207 0.518 -0.21 -0.04 -0.11
C 0.481 -2.606 1.079 0.24 -0.33 0.09
O 1.279 -1.896 1.641 0.05 0.04 0.01
C 0.644 -4.072 0.908 -0.18 0.05 -0.07
C 1.368 -4.826 1.995 0.04 -0.01 0.10
C 2.044 -4.592 0.693 0.12 -0.01 -0.04
H 2.173 -5.417 0.009 -0.09 -0.07 -0.02
H 2.832 -3.854 0.663 0.00 0.10 0.05
H 1.700 -4.247 2.843 0.03 0.11 0.00
H 1.016 -5.817 2.235 -0.06 -0.06 -0.08
H -0.178 -4.552 0.394 0.08 -0.09 0.02
H -2.512 1.205 2.788 0.05 0.04 0.02
H -1.007 1.852 2.166 -0.06 -0.01 0.03
H -2.679 3.609 1.408 0.03 0.13 0.10
F -3.766 4.696 -0.664 0.03 -0.11 0.00
H -4.056 2.964 -2.573 -0.05 0.07 -0.09
H -3.430 0.573 -2.389 -0.03 -0.10 -0.09
H -2.292 -1.190 -1.222 0.00 0.02 -0.09